A structure of composition C43H37AsBr2N3O2S2Ti, computed with wB97M-V/def2-TZVPD.

Summary:
- F_max: 0.7 eV Å⁻¹
- Orbital gap (spin up / spin down): 6.2172 / 6.9892 eV
- Multiplicity: 2
- Relative energy (zero: lowest compared OMol25 entry of this formula, charge and spin): 115.0 kJ/mol
- Highest occupied orbital energy (spin up / spin down): -6.547 / -7.359 eV
- Lowest unoccupied orbital energy (spin up / spin down): -0.012 / -0.014 Eh

Last column: Mulliken charge in e.
Positions of all 91 atoms, in Å:
Ti (0.823, 0.253, 0.663)  -0.141
C (2.471, 0.385, 3.565)  -1.441
N (2.011, 1.379, 2.567)  1.728
C (1.016, 2.288, 3.165)  -1.668
C (-0.342, 1.631, 3.198)  -1.271
N (-0.855, 1.264, 1.847)  2.085
C (-1.934, 0.268, 2.061)  -1.456
C (-1.397, 2.446, 1.157)  -0.376
C (-2.693, 2.891, 1.399)  -0.695
C (-3.181, 4.029, 0.775)  -0.903
C (-2.362, 4.738, -0.092)  -0.867
C (-1.074, 4.297, -0.338)  -0.658
C (-0.575, 3.143, 0.272)  1.034
S (1.054, 2.608, -0.068)  -0.451
C (3.186, 2.082, 2.083)  -0.493
C (3.706, 3.186, 2.739)  -0.529
C (4.851, 3.807, 2.259)  -1.004
C (5.482, 3.312, 1.128)  -0.664
C (4.967, 2.200, 0.476)  -0.876
C (3.815, 1.581, 0.946)  1.189
S (3.146, 0.159, 0.156)  -0.483
H (3.013, 0.887, 4.373)  0.385
H (3.134, -0.324, 3.071)  0.362
H (1.626, -0.164, 3.970)  0.325
H (0.986, 3.203, 2.576)  0.625
H (1.291, 2.550, 4.194)  0.582
H (-1.061, 2.302, 3.678)  0.562
H (-0.305, 0.709, 3.781)  0.491
H (-2.672, 0.639, 2.774)  0.676
H (-1.506, -0.644, 2.458)  -0.036
H (-2.409, 0.064, 1.111)  0.301
H (-3.343, 2.357, 2.076)  0.395
H (-4.195, 4.354, 0.968)  0.434
H (-2.728, 5.632, -0.582)  0.444
H (-0.431, 4.835, -1.023)  0.441
H (3.219, 3.575, 3.624)  0.404
H (5.246, 4.676, 2.769)  0.399
H (6.373, 3.794, 0.746)  0.392
H (5.447, 1.814, -0.414)  0.481
Br (-0.366, -2.579, 4.581)  -0.170
C (0.348, -3.274, 2.978)  0.330
C (0.519, -4.665, 2.840)  -0.339
C (1.050, -5.191, 1.703)  0.071
Br (1.232, -7.071, 1.553)  -0.210
C (1.437, -4.355, 0.624)  1.019
C (1.989, -4.783, -0.602)  -1.187
C (2.282, -3.860, -1.566)  -1.319
C (2.029, -2.497, -1.322)  -0.159
N (1.514, -2.069, -0.194)  0.371
C (1.230, -2.971, 0.773)  -0.805
C (0.689, -2.407, 1.967)  -0.418
O (0.575, -1.103, 2.038)  0.467
H (0.222, -5.313, 3.653)  0.458
H (2.171, -5.837, -0.768)  0.380
H (2.707, -4.157, -2.515)  0.470
H (2.263, -1.747, -2.069)  0.675
O (-0.352, -0.084, -0.664)  1.094
As (-1.015, -1.000, -2.067)  0.958
C (-2.040, -2.291, -0.824)  0.397
C (-3.221, -1.978, -0.163)  -0.685
C (-3.831, -2.922, 0.653)  -0.482
C (-3.269, -4.185, 0.803)  -0.804
C (-2.112, -4.514, 0.111)  -0.332
C (-1.511, -3.570, -0.713)  -0.525
C (0.410, -0.296, -3.369)  0.418
C (0.420, -0.967, -4.587)  -0.625
C (1.338, -0.623, -5.570)  -0.897
C (2.261, 0.386, -5.327)  -0.460
C (2.254, 1.050, -4.107)  -1.072
C (1.329, 0.712, -3.125)  0.097
C (-2.463, 0.183, -2.550)  0.288
C (-3.675, -0.326, -3.002)  -0.593
C (-4.699, 0.539, -3.366)  -0.696
C (-4.513, 1.911, -3.269)  -0.621
C (-3.305, 2.421, -2.812)  -0.812
C (-2.276, 1.559, -2.458)  0.057
H (-3.679, -1.004, -0.293)  0.312
H (-4.749, -2.673, 1.171)  0.419
H (-3.744, -4.915, 1.445)  0.417
H (-1.680, -5.503, 0.207)  0.447
H (-0.622, -3.834, -1.276)  0.416
H (-0.290, -1.768, -4.768)  0.382
H (1.337, -1.144, -6.519)  0.411
H (2.986, 0.654, -6.085)  0.398
H (2.971, 1.839, -3.913)  0.463
H (1.327, 1.248, -2.187)  0.234
H (-3.827, -1.398, -3.062)  0.448
H (-5.641, 0.141, -3.722)  0.414
H (-5.313, 2.585, -3.548)  0.398
H (-3.161, 3.490, -2.725)  0.449
H (-1.334, 1.953, -2.097)  0.331

A cluster of 2 separate species, C3H4N2O in total in a non-equilibrium geometry, computed with wB97M-V/def2-TZVPD.

Summary:
- F_max: 1.2 eV Å⁻¹
- Orbital gap: 9.7559 eV
- Relative energy (zero: lowest compared OMol25 entry of this formula, charge and spin): 239.4 kJ/mol
- SMILES string: C=C=N.N=C=O
- Highest occupied orbital energy: -9.111 eV
- Lowest unoccupied orbital energy: 0.024 Eh

Last column: Mulliken charge in e.
Positions of all 10 atoms, in Å:
C (1.151, 0.948, -0.026)  -0.865
C (-0.085, 0.920, -0.457)  0.530
N (-1.067, 1.007, -1.189)  -0.511
H (1.518, 1.817, -0.592)  0.249
H (1.538, 0.680, 0.947)  0.324
H (-1.472, 1.941, -1.255)  0.288
N (0.388, -1.834, 0.513)  -0.499
C (-0.790, -1.843, 0.784)  0.600
O (-1.893, -1.827, 1.188)  -0.426
H (0.802, -1.946, -0.399)  0.309

The molecule C5H8O2, computed with wB97M-V/def2-TZVPD.

Summary:
- F_max: 0.4 eV Å⁻¹
- Orbital gap: 9.2649 eV
- Relative energy (zero: lowest compared OMol25 entry of this formula, charge and spin): 270.0 kJ/mol
- Highest occupied orbital energy: -8.501 eV
- Lowest unoccupied orbital energy: 0.028 Eh

Last column: Mulliken charge in e.
Positions of all 15 atoms, in Å:
C (0.138, -1.596, -0.925)  -1.272
C (0.160, -0.800, 0.361)  0.305
O (1.535, -0.304, 0.562)  -0.127
C (1.679, 0.974, 0.757)  -0.465
C (0.282, 1.566, 0.741)  -0.382
C (-0.726, 0.460, 0.392)  -0.066
O (-1.445, 0.694, -0.800)  -0.572
H (0.422, -0.970, -1.776)  0.297
H (0.843, -2.429, -0.868)  0.379
H (-0.864, -1.990, -1.113)  0.328
H (-0.033, -1.446, 1.222)  0.266
H (-1.497, 0.351, 1.159)  0.372
H (0.099, 2.021, 1.721)  0.275
H (0.253, 2.397, 0.023)  0.312
H (-0.846, 1.072, -1.456)  0.349

The ion C3H5NO3 with charge +1 in a non-equilibrium geometry, computed with wB97M-V/def2-TZVPD.

Summary:
- F_max: 1.5 eV Å⁻¹
- Orbital gap (spin up / spin down): 12.3130 / 6.9287 eV
- Multiplicity: 2
- Relative energy (zero: lowest compared OMol25 entry of this formula, charge and spin): 58.0 kJ/mol
- Highest occupied orbital energy (spin up / spin down): -16.464 / -16.390 eV
- Net charge: +1
- Lowest unoccupied orbital energy (spin up / spin down): -0.153 / -0.348 Eh

Last column: Mulliken charge in e.
Positions of all 12 atoms, in Å:
C (-1.847, -0.311, 0.585)  0.156
N (-0.819, 0.459, -0.056)  -0.001
C (0.473, 0.513, 0.435)  -0.748
C (1.450, -0.616, -0.286)  0.792
O (1.737, -0.379, -1.558)  -0.362
O (1.869, -1.490, 0.366)  -0.261
O (-2.934, -0.390, 0.133)  -0.315
H (-1.496, -0.699, 1.555)  0.281
H (-1.033, 0.964, -0.912)  0.342
H (0.953, 1.471, 0.237)  0.424
H (0.506, 0.210, 1.479)  0.336
H (1.141, 0.267, -1.979)  0.355

A cluster of 2 separate species, C6H13NO in total in a non-equilibrium geometry, computed with wB97M-V/def2-TZVPD.

Summary:
- F_max: 1.4 eV Å⁻¹
- Orbital gap (spin up / spin down): 3.6237 / 7.4720 eV
- Multiplicity: 2
- Relative energy (zero: lowest compared OMol25 entry of this formula, charge and spin): 180.3 kJ/mol
- Highest occupied orbital energy (spin up / spin down): 0.485 / -3.447 eV
- Net charge: -1
- Lowest unoccupied orbital energy (spin up / spin down): 0.151 / 0.148 Eh

Last column: Mulliken charge in e.
Positions of all 21 atoms, in Å:
C (-0.929, -0.455, 2.513)  -0.902
N (-1.087, 0.809, 1.817)  -0.347
C (-0.242, 1.076, 0.687)  0.292
C (-0.080, 2.355, 0.304)  -1.066
C (-0.115, -1.896, -1.832)  -1.053
C (-0.653, -0.793, -0.963)  -0.208
C (0.184, -0.101, -0.082)  -1.163
H (-1.579, -0.426, 3.385)  0.376
H (0.107, -0.669, 2.825)  0.308
H (-1.155, -1.272, 1.828)  0.186
H (-1.026, 1.582, 2.469)  0.285
H (0.395, 2.667, -0.613)  0.272
H (-0.309, 3.184, 0.968)  0.249
H (0.404, -2.690, -1.253)  0.248
H (-0.827, -2.462, -2.441)  0.334
H (0.677, -1.570, -2.532)  0.181
H (-1.721, -0.684, -1.066)  0.337
H (1.241, -0.242, -0.141)  0.707
H (2.284, 0.491, -1.195)  0.365
H (1.816, 0.677, -2.575)  0.325
O (2.615, 0.419, -2.103)  -0.724

A structure of composition C5H6Br9CaO2Rb in a non-equilibrium geometry, computed with wB97M-V/def2-TZVPD.

Summary:
- F_max: 6.1 eV Å⁻¹
- Orbital gap: 4.4731 eV
- Relative energy (zero: lowest compared OMol25 entry of this formula, charge and spin): 197.0 kJ/mol
- Highest occupied orbital energy: -13.731 eV
- Net charge: +2
- Lowest unoccupied orbital energy: -0.340 Eh

Last column: Mulliken charge in e.
Positions of all 24 atoms, in Å:
Rb (7.047, -13.929, 21.172)  0.986
Ca (8.207, -10.395, 20.592)  1.515
C (6.623, -11.637, 16.805)  -0.455
C (7.252, -11.272, 18.176)  1.098
O (6.833, -11.888, 19.147)  -0.749
O (8.084, -10.412, 18.272)  -0.924
H (6.924, -12.624, 16.454)  -0.159
H (6.833, -10.816, 16.120)  0.329
H (5.547, -11.748, 16.936)  0.236
C (3.647, -12.606, 13.382)  -0.346
Br (4.054, -10.701, 13.431)  -0.002
Br (1.729, -12.996, 12.916)  -0.028
Br (4.051, -13.466, 15.168)  -0.061
H (4.248, -13.203, 12.695)  0.434
C (10.225, -15.480, 18.682)  -0.290
Br (11.676, -16.100, 17.611)  0.008
Br (9.186, -16.796, 19.582)  -0.033
Br (9.069, -14.240, 17.604)  0.082
H (10.629, -14.895, 19.508)  0.311
C (8.687, -14.748, 13.157)  -0.387
Br (7.433, -13.361, 13.818)  0.076
Br (7.688, -16.226, 12.370)  0.011
Br (10.045, -15.244, 14.540)  -0.044
H (9.235, -14.362, 12.298)  0.392

A cluster of 2 separate species, C5H13O2 in total in a non-equilibrium geometry, computed with wB97M-V/def2-TZVPD.

Summary:
- F_max: 3.7 eV Å⁻¹
- Orbital gap (spin up / spin down): 10.6136 / 7.4896 eV
- Multiplicity: 2
- Relative energy (zero: lowest compared OMol25 entry of this formula, charge and spin): 148.7 kJ/mol
- Highest occupied orbital energy (spin up / spin down): -9.866 / -9.864 eV
- Lowest unoccupied orbital energy (spin up / spin down): 0.027 / -0.087 Eh

Last column: Mulliken charge in e.
Positions of all 20 atoms, in Å:
C (-1.396, -0.300, -0.856)  -0.334
O (-0.672, 0.628, -1.505)  -0.443
C (-0.859, -0.126, 0.647)  -0.964
C (0.607, -0.496, 0.983)  0.548
C (1.015, -1.945, 0.688)  -1.369
C (1.625, 0.541, 0.367)  -1.097
H (-1.174, -1.358, -1.014)  0.368
H (-2.458, -0.033, -0.757)  0.311
H (-1.043, 0.878, 1.080)  0.387
H (-1.645, -0.738, 1.136)  0.365
H (0.762, -0.363, 2.069)  0.341
H (2.081, -1.979, 0.895)  0.445
H (0.563, -2.173, -0.268)  0.294
H (0.539, -2.617, 1.439)  0.304
H (1.152, 1.145, -0.393)  0.287
H (2.003, 1.104, 1.217)  0.280
H (2.445, -0.055, -0.055)  0.314
H (-0.932, 1.987, -1.473)  0.431
H (-1.577, 2.851, -2.484)  0.278
O (-1.034, 3.050, -1.716)  -0.747